Molecular formula: C17H12O4
Method: DFT, wB97M-V/def2-TZVPD

Structure (XYZ):
```
33
Properties=species:S:1:pos:R:3:forces:R:3:mulliken_charge:R:1
C 2.9547 2.9331 0.0183 -0.2 0.2 0.0 -0.797
O 3.8611 1.8541 0.0061 0.3 -0.4 0.0 -0.496
C 3.3562 0.5962 0.0018 0.2 -0.2 0.0 1.088
C 2.0119 0.2823 0.0066 0.2 0.1 0.0 -0.669
C 1.5717 -1.0508 0.0020 0.6 0.0 0.0 0.189
C 0.1921 -1.4334 0.0063 -0.7 0.1 0.0 0.037
C -0.9806 -0.7443 0.0066 0.7 -0.5 0.0 -0.237
C -1.3372 0.6870 0.0015 0.3 0.1 0.0 0.923
O -0.6151 1.6649 0.0013 -0.2 0.0 0.0 -0.722
C -2.8207 0.7356 -0.0029 -0.5 -0.3 0.0 -0.166
C -3.6507 1.8415 -0.0110 0.1 0.0 0.0 -0.205
C -5.0230 1.6295 -0.0139 0.1 0.1 0.0 -0.572
C -5.5479 0.3441 -0.0087 0.0 -0.2 0.0 -0.403
C -4.7163 -0.7681 -0.0006 0.0 0.0 0.0 -0.514
C -3.3498 -0.5590 0.0021 -0.2 0.6 0.0 0.158
C -2.2398 -1.5367 0.0092 0.2 -0.3 0.0 -0.438
O -2.3278 -2.7451 0.0153 -0.1 0.2 0.0 -0.655
C 2.5313 -2.0713 -0.0070 -0.3 0.2 0.0 -1.092
C 3.8760 -1.7676 -0.0128 0.2 0.2 0.0 -0.590
C 4.3093 -0.4483 -0.0086 -0.3 -0.1 0.0 0.916
O 5.6186 -0.1157 -0.0139 0.1 0.1 0.0 -0.534
H 2.3258 2.9195 0.9132 0.0 0.0 0.0 0.330
H 2.3142 2.9303 -0.8684 0.0 0.0 0.0 0.329
H 3.5709 3.8305 0.0198 -0.1 0.0 0.0 0.236
H 1.2738 1.0647 0.0138 0.0 0.1 0.0 0.812
H 0.0371 -2.5114 0.0083 -0.1 0.0 0.0 0.373
H -3.2334 2.8369 -0.0150 0.0 0.1 0.0 0.485
H -5.6934 2.4764 -0.0203 -0.1 0.1 0.0 0.393
H -6.6195 0.2088 -0.0110 -0.1 0.0 0.0 0.394
H -5.1151 -1.7710 0.0035 0.0 -0.1 0.0 0.488
H 2.2175 -3.1040 -0.0103 -0.1 -0.1 0.0 0.402
H 4.6120 -2.5609 -0.0205 0.1 -0.1 0.0 0.252
H 6.1633 -0.9131 -0.0210 -0.2 0.1 0.0 0.289
```
Positions in Å, forces in eV/Å.

Its frontier orbital gap is 7.35 eV. As for the highest occupied orbital energy: -8.2 eV. The total energy comes out at -955.96560 Ha. As for the maximum force: 0.89 eV/Å. The SMILES is COc1cc(C=C2C(=O)c3ccccc3C2=O)ccc1O. Its charge is 0. The spin multiplicity is 1. As for the LUMO energy: -0.817 eV.